Computed, not measured: a single C4H8FN3 molecule, with the ωB97M-V functional and the def2-TZVPD basis.

```
! wB97M-V def2-TZVPD RIJCOSX def2/J DEFGRID3
* xyz 0 1
C -0.0473 0.5253 1.8636
C 0.6718 0.8254 -0.6724
C 0.5465 0.0095 -1.8415
C 1.4309 -0.7429 -2.5397
H -2.5217 -0.7583 2.9449
H -1.6204 -1.5888 1.9361
H 0.8252 1.1765 2.1192
H -1.0140 -0.2773 0.1826
H 1.8437 1.1342 -0.5488
H 0.1865 1.8704 -0.9533
H 0.9086 -1.1201 -3.4764
H 2.3915 -0.9335 -2.1654
N -1.9644 -0.6776 2.1887
N -0.8757 0.2279 2.7754
N -0.0339 0.2099 0.4949
F -0.7272 0.1194 -2.3079
*
```

Molar mass = 117.1 g mol⁻¹
Relative energy (zero: lowest compared OMol25 entry of this formula, charge and spin) = 2.527 eV
SMILES string = C=C(F)CN/C=N\N


Computed, not measured: 2 unconnected molecules or ions with the total composition C6H14O2, with the ωB97M-V functional and the def2-TZVPD basis.

```
! wB97M-V def2-TZVPD RIJCOSX def2/J DEFGRID3
* xyz 0 1
C 0.5392 2.4470 1.2389
C 1.6019 1.4742 0.7571
C 1.2748 -0.0381 0.9233
C -1.7779 -0.4732 -1.4192
O -1.8050 -1.3774 -2.5098
C -0.3469 -0.2383 -0.9594
C -0.0504 -0.3794 0.3383
H -0.3221 2.6310 0.5859
H 0.0497 2.0639 2.1331
H 0.9856 3.4141 1.4539
H 2.4979 1.7351 1.3215
H 1.8592 1.6388 -0.2922
H 2.0186 -0.6277 0.3645
H 1.5004 -0.3150 1.9590
H -2.2852 -0.9090 -0.5526
H -2.3563 0.4586 -1.4918
H -1.1429 -1.0638 -3.1237
H 0.4400 0.0667 -1.6390
H -0.8516 -0.6161 1.0293
H -0.1011 -3.8837 0.0833
H -1.0354 -2.8606 -0.5368
O -0.6923 -3.1473 0.3364
*
```

Molar mass = 118.2 g mol⁻¹
Relative energy (zero: lowest compared OMol25 entry of this formula, charge and spin) = 1.890 eV
SMILES string = CCC/C=C/CO.O


Computed, not measured: a molecular structure, C40H44BrKN4O10P2S4, with the ωB97M-V functional and the def2-TZVPD basis.

```
! wB97M-V def2-TZVPD RIJCOSX def2/J DEFGRID3
* xyz -2 1
K -2.3433 -0.0029 0.7937
O -1.7869 1.8174 2.6200
S -1.4600 2.5502 3.8749
C -2.2809 1.5706 5.2183
C -1.6094 0.4300 5.9823
C -1.0831 -0.7777 5.2107
C -2.1279 -1.6493 4.5280
S -1.4249 -2.4325 3.0306
O -0.7114 -1.2934 2.3983
C -0.1237 -3.3661 3.8598
C 1.1898 -3.0156 3.5983
C 2.2152 -3.7525 4.1769
C 1.9234 -4.8288 5.0028
C 0.6005 -5.1801 5.2468
C -0.4282 -4.4541 4.6665
C 0.2519 2.1760 4.2485
C 0.8435 2.6804 5.3957
C 2.1703 2.3788 5.6597
C 2.8955 1.5961 4.7682
C 2.2965 1.1270 3.6077
C 0.9672 1.4197 3.3390
H -3.1841 1.2480 4.6935
H -2.5914 2.3236 5.9482
H -2.3392 0.0955 6.7310
H -0.7696 0.8457 6.5451
H -0.5113 -1.3939 5.9100
H -0.3822 -0.4351 4.4487
H -2.9673 -1.0860 4.1120
H -2.5407 -2.4332 5.1671
H 1.3747 -2.1695 2.9465
H 3.2459 -3.4848 3.9785
H 2.7259 -5.4012 5.4520
H 0.3714 -6.0255 5.8842
H -1.4619 -4.7384 4.8290
H 0.2813 3.3268 6.0599
H 2.6449 2.7693 6.5516
H 3.9327 1.3619 4.9770
H 2.8620 0.5330 2.8991
H 0.4756 1.0592 2.4455
S 0.8856 0.5317 -0.3693
C 1.8838 -0.5839 -1.0407
N 3.1832 -0.3648 -1.3544
C 3.8445 -1.2293 -2.3199
C 2.8238 -1.6335 -3.3604
N 1.7581 -2.3482 -2.6855
C 1.0994 -3.4188 -3.4128
C 0.4167 -2.8647 -4.6401
C -0.5521 -1.8742 -4.4721
C -1.1814 -1.3173 -5.5721
C -0.8548 -1.7493 -6.8536
C 0.1028 -2.7356 -7.0270
C 0.7399 -3.2881 -5.9208
C 1.3275 -1.9359 -1.4619
S 0.2230 -2.7039 -0.5363
C 3.8752 0.8638 -0.9779
C 4.0521 1.7869 -2.1601
C 5.3123 2.0767 -2.6676
C 5.4564 2.8917 -3.7844
C 4.3343 3.4170 -4.4058
C 3.0693 3.1332 -3.9036
C 2.9284 2.3262 -2.7866
H 4.2735 -2.1135 -1.8355
H 4.6492 -0.6609 -2.7866
H 3.2630 -2.2973 -4.1070
H 2.4543 -0.7412 -3.8796
H 0.3650 -3.8525 -2.7350
H 1.8243 -4.1965 -3.6748
H -0.8100 -1.5421 -3.4712
H -1.9266 -0.5456 -5.4273
H -1.3485 -1.3135 -7.7131
H 0.3611 -3.0736 -8.0234
H 1.4949 -4.0558 -6.0554
H 4.8479 0.5967 -0.5543
H 3.2760 1.3462 -0.2070
H 6.1901 1.6647 -2.1804
H 6.4451 3.1130 -4.1678
H 4.4419 4.0483 -5.2791
H 2.1871 3.5440 -4.3782
H 1.9463 2.1124 -2.3824
O -4.5317 -1.6975 1.8764
P -4.1640 -2.7636 0.6789
O -4.6106 -4.1364 0.9933
O -2.7488 -2.5304 0.2447
O -5.1123 -2.1366 -0.5288
P -5.0263 -0.6285 -1.1261
O -3.6039 -0.6429 -1.9605
O -6.1589 -0.4206 -2.0540
O -4.8181 0.2862 0.0550
H -4.6894 -0.8643 1.3570
H -3.8077 -1.2707 -2.6650
N -2.3005 5.3495 -4.3664
C -1.9973 4.0458 -4.0635
O -1.3626 3.3466 -4.8323
C -2.4952 3.5890 -2.7368
C -3.6881 4.0386 -2.1779
C -4.0210 3.6318 -0.9022
C -3.1366 2.8125 -0.2141
N -2.0120 2.3484 -0.7531
C -1.7148 2.7168 -1.9908
H -1.8508 5.7319 -5.1802
H -2.5621 5.9766 -3.6265
H -4.3546 4.6786 -2.7445
H -4.9492 3.9326 -0.4379
H -3.3228 2.5339 0.8159
H -0.7999 2.3165 -2.4156
Br 0.0359 5.3546 2.5205
*
```

Molar mass = 1050.0 g mol⁻¹
Relative energy (zero: lowest compared OMol25 entry of this formula, charge and spin) = 1.997 eV


Computed, not measured: 4 unconnected molecules or ions with the total composition C11H34BNO19P5, with the ωB97M-V functional and the def2-TZVPD basis.

```
! wB97M-V def2-TZVPD RIJCOSX def2/J DEFGRID3
* xyz -1 1
O -1.3271 8.0702 -5.4399
C -1.8848 7.1676 -5.9660
N -2.5281 6.2198 -6.3365
B -1.7588 4.8353 -6.5395
C -1.8953 3.7895 -5.2758
P -1.8910 4.5262 -3.6549
O -0.7159 5.3754 -3.3579
O -3.1891 5.4820 -3.4542
O -1.8819 3.3053 -2.5651
P 0.1166 5.0119 -7.0743
O 0.5576 3.7108 -7.6268
O 0.2825 6.1232 -8.2791
O 1.1261 5.3627 -5.8292
H -2.2695 4.2971 -7.4922
H -2.8536 3.2709 -5.3873
H -1.0745 3.0710 -5.3076
H -3.0778 5.8473 -2.5661
H -1.4987 3.6658 -1.7552
H 0.3868 7.0223 -7.9421
H 1.2334 6.3198 -5.7452
C 1.4167 1.7312 -2.0001
O 2.0074 0.7919 -1.0750
P 1.1644 -0.6111 -0.7727
O 0.1013 0.0919 0.0353
O 2.3144 -1.2379 0.1762
C 3.0279 -0.3874 1.0786
O 0.3040 -2.0446 -0.8099
C 0.6506 -3.0303 -1.8085
H 2.1445 2.5129 -2.1993
H 1.1658 1.2393 -2.9374
H 0.5237 2.1760 -1.5681
H 2.3936 0.4124 1.4599
H 3.8930 0.0295 0.5654
H 3.3671 -0.9978 1.9133
H 1.6937 -3.3358 -1.6998
H 0.4894 -2.6301 -2.8106
H 0.0039 -3.8920 -1.6646
C 3.5489 -7.7572 2.4982
O 3.5009 -6.7753 3.5480
P 3.2452 -5.2115 3.0939
O 4.5217 -4.8238 2.4430
O 3.1457 -4.6955 4.6222
C 4.1514 -5.0654 5.5597
O 2.2049 -4.0578 2.5815
C 0.8001 -4.4338 2.6627
H 3.5787 -8.7385 2.9657
H 2.6647 -7.7000 1.8636
H 4.4461 -7.6160 1.8955
H 5.1275 -5.1413 5.0805
H 3.8898 -6.0123 6.0325
H 4.1892 -4.2893 6.3216
H 0.5319 -4.6762 3.6925
H 0.6250 -5.3024 2.0248
H 0.1941 -3.6045 2.3108
C -5.0918 1.4511 3.2047
O -3.9392 1.0743 3.9772
P -3.3376 -0.4393 3.7247
O -4.3811 -1.3176 4.3146
O -2.0586 -0.1745 4.6804
C -2.2493 0.3703 5.9803
O -2.5001 -1.4542 2.7709
C -1.7171 -0.8767 1.6736
H -5.2739 2.5090 3.3785
H -4.9201 1.2976 2.1396
H -5.9609 0.8765 3.5257
H -3.1856 0.0250 6.4198
H -2.2362 1.4595 5.9335
H -1.4207 0.0344 6.6015
H -0.9817 -0.1746 2.0542
H -2.3783 -0.3694 0.9737
H -1.2161 -1.6877 1.1613
*
```

Molar mass = 650.1 g mol⁻¹
Relative energy (zero: lowest compared OMol25 entry of this formula, charge and spin) = 0.000 eV


Computed, not measured: a single C18H22N2O2S molecule, with the ωB97M-V functional and the def2-TZVPD basis.

```
! wB97M-V def2-TZVPD RIJCOSX def2/J DEFGRID3
* xyz 0 1
C -0.9278 3.3564 1.0764
H -0.3821 4.0770 1.6798
H -1.0494 2.4355 1.6388
H -1.9089 3.7700 0.8567
C -0.2029 3.0534 -0.2334
N 1.0073 2.2818 -0.0450
C 1.1583 1.0116 -0.4766
O 2.1162 0.3137 -0.1840
C 0.1368 0.4842 -1.4348
C -0.5353 -0.6779 -1.1966
N -0.5478 -1.4512 -0.0456
C -0.4573 -0.9588 1.2253
O -0.4753 0.2274 1.4798
C -0.3390 -2.0077 2.2750
C 0.4586 -1.7252 3.3797
C 0.6075 -2.6576 4.3891
C -0.0545 -3.8720 4.3126
C -0.8685 -4.1497 3.2267
C -1.0098 -3.2252 2.2072
H -1.6705 -3.4455 1.3800
H -1.3968 -5.0904 3.1741
H 0.0573 -4.6006 5.1020
H 1.2370 -2.4368 5.2381
H 0.9618 -0.7713 3.4212
H -0.5597 -2.4525 -0.1739
S -1.5044 -1.1609 -2.5613
C -0.9315 0.1965 -3.4827
C -0.0777 0.9740 -2.7600
C 0.5996 2.1809 -3.3256
H -0.1045 3.0067 -3.4313
H 1.4127 2.4942 -2.6777
H 1.0023 1.9578 -4.3123
C -1.3682 0.3937 -4.8921
H -2.0567 -0.3923 -5.1899
H -1.8647 1.3574 -5.0080
H -0.5086 0.3772 -5.5632
C 2.0272 2.8234 0.8331
C 2.6452 4.1057 0.2845
H 3.0209 3.9449 -0.7236
H 3.4765 4.4052 0.9172
H 1.9231 4.9186 0.2637
H 1.6047 3.0004 1.8259
H 2.7938 2.0501 0.9196
H 0.0447 3.9886 -0.7496
H -0.8723 2.4762 -0.8708
*
```

Molar mass = 330.5 g mol⁻¹
Relative energy (zero: lowest compared OMol25 entry of this formula, charge and spin) = 0.202 eV
SMILES string = CCN(CC)C(=O)c1c(NC(=O)c2ccccc2)sc(C)c1C


Computed, not measured: a molecular structure, C34H74BBr32N3O2PS, with the ωB97M-V functional and the def2-TZVPD basis.

```
! wB97M-V def2-TZVPD RIJCOSX def2/J DEFGRID3
* xyz 1 1
N 4.6287 -0.2784 4.7696
C 4.5705 0.7565 3.7214
N 5.1911 0.4371 2.4103
P 6.7091 1.3120 2.1211
S 7.9296 0.0302 1.2500
N 3.9516 1.9473 3.8647
C 3.2538 2.3566 5.1314
B 1.7788 1.6075 5.2919
O 1.6483 0.6245 6.3912
O 0.6309 1.9406 4.3785
H 3.8765 -0.9818 4.6670
H 4.6860 0.1161 5.7236
H 4.5075 0.5339 1.6364
H 7.2767 1.6882 3.3835
H 6.4080 2.4191 1.2486
H 3.9343 2.6115 3.0558
H 3.8973 2.2866 6.0857
H 2.9985 3.4930 5.0068
H 1.7892 -0.2489 5.9311
H 0.8332 1.4120 3.5511
Br -0.1871 -0.2295 4.6910
C -1.7369 -0.5347 5.8371
C -2.9555 -0.9031 5.0271
Br -3.7295 0.6671 4.1706
H -1.8718 0.3685 6.4346
H -1.4476 -1.3590 6.4927
H -3.7444 -1.2931 5.6740
H -2.7486 -1.6270 4.2383
Br 4.0537 -3.2310 2.7301
C 3.6358 -3.8271 0.9204
C 4.1976 -2.8792 -0.1100
Br 3.1125 -1.2635 -0.2490
H 2.5533 -3.9355 0.8638
H 4.0997 -4.8109 0.8324
H 4.1661 -3.3289 -1.1044
H 5.2184 -2.5594 0.1069
Br -8.2005 3.4171 1.9241
C -6.7398 3.0258 3.1553
C -5.8278 4.2165 3.3190
Br -4.6500 4.4185 1.7794
H -6.2302 2.1400 2.7736
H -7.2249 2.7802 4.1022
H -5.1594 4.0752 4.1711
H -6.3639 5.1597 3.4363
Br 3.0643 -5.6922 -3.3566
C 4.5879 -5.5426 -4.5669
C 5.8644 -5.2575 -3.8139
Br 5.9571 -3.3897 -3.2615
H 4.3375 -4.7734 -5.2991
H 4.6462 -6.5108 -5.0689
H 6.7330 -5.4055 -4.4591
H 5.9794 -5.8618 -2.9138
Br -7.5342 7.5433 2.3584
C -7.9875 6.9266 0.5649
C -7.4252 7.8499 -0.4883
Br -8.4845 9.4804 -0.6393
H -9.0743 6.8340 0.5247
H -7.5396 5.9337 0.4842
H -7.4777 7.3854 -1.4751
H -6.3967 8.1561 -0.2903
Br -6.2800 4.6305 -2.0900
C -4.7604 4.7357 -3.3055
C -3.4792 5.0067 -2.5546
Br -3.3524 6.8782 -2.0245
H -4.9975 5.5000 -4.0477
H -4.7201 3.7603 -3.7952
H -2.6129 4.8348 -3.1969
H -3.3758 4.4110 -1.6461
Br -0.8384 9.3236 0.0540
C 0.8611 8.6700 -0.6420
C 0.6567 7.5073 -1.5826
Br 0.2764 5.8643 -0.6027
H 1.4849 8.4251 0.2191
H 1.2972 9.5202 -1.1707
H 1.5716 7.2984 -2.1415
H -0.1658 7.6572 -2.2840
Br -0.2785 -3.1471 2.2652
C -2.0311 -2.7122 1.5325
C -1.9084 -2.0611 0.1762
Br -1.3648 -0.1949 0.3357
H -2.5385 -2.0866 2.2681
H -2.5520 -3.6688 1.4548
H -2.8773 -2.0323 -0.3264
H -1.1814 -2.5501 -0.4740
Br 2.7052 -9.7742 -0.9431
C 4.2365 -9.6268 -2.1398
C 5.5052 -9.3445 -1.3720
Br 5.5941 -7.4770 -0.8161
H 3.9944 -8.8564 -2.8741
H 4.2983 -10.5945 -2.6421
H 6.3812 -9.4930 -2.0073
H 5.6095 -9.9505 -0.4702
Br 2.1152 -6.3233 0.2724
C 0.4080 -6.9649 0.9584
C -0.6077 -7.1290 -0.1468
Br -1.3324 -5.4080 -0.7061
H 0.0953 -6.2619 1.7325
H 0.6315 -7.9301 1.4183
H -1.4692 -7.6990 0.2074
H -0.2039 -7.6072 -1.0406
Br -6.2274 8.8151 -4.0269
C -6.4970 8.8475 -5.9569
C -6.2020 7.5013 -6.5725
Br -4.2814 7.1938 -6.7131
H -5.8730 9.6505 -6.3523
H -7.5483 9.1102 -6.0927
H -6.5722 7.4576 -7.5989
H -6.6173 6.6665 -6.0056
Br 4.8508 3.7073 -2.1048
C 3.1048 4.1684 -2.8406
C 3.2365 4.8119 -4.1997
Br 3.8095 6.6698 -4.0495
H 2.6077 4.8050 -2.1062
H 2.5685 3.2199 -2.9143
H 2.2674 4.8538 -4.7013
H 3.9548 4.3087 -4.8488
Br 10.7466 -10.9270 0.3376
C 9.0340 -10.0386 0.6116
C 8.1537 -10.8235 1.5535
Br 7.3599 -12.3642 0.6597
H 8.5902 -9.8923 -0.3747
H 9.2843 -9.0657 1.0402
H 7.3061 -10.2182 1.8822
H 8.6847 -11.2018 2.4283
Br -7.2751 -0.3784 3.8515
C -7.5538 -0.3483 1.9221
C -7.2561 -1.6930 1.3060
Br -5.3354 -1.9911 1.1565
H -6.9352 0.4573 1.5231
H -8.6067 -0.0901 1.7913
H -7.6310 -1.7386 0.2814
H -7.6648 -2.5294 1.8750
Br 10.0692 -9.0314 -3.1519
C 11.9299 -8.6012 -2.7605
C 12.8433 -9.0645 -3.8691
Br 13.1339 -10.9905 -3.7860
H 12.1632 -9.0478 -1.7925
H 11.9567 -7.5132 -2.6695
H 13.8359 -8.6227 -3.7598
H 12.4599 -8.8430 -4.8663
Br -15.0755 8.4111 -0.1967
C -13.2041 8.8184 0.1667
C -12.3103 8.3225 -0.9438
Br -12.0479 6.3934 -0.8316
H -12.9666 8.3844 1.1393
H -13.1593 9.9071 0.2390
H -11.3100 8.7499 -0.8530
H -12.7014 8.5332 -1.9403
*
```

Molar mass = 3187.8 g mol⁻¹


Number 1: HOMO -8.5805 eV. Number 2: HOMO -9.1823 eV. Number 3: HOMO -2.4060 eV. Number 4: HOMO -5.5655 eV. Number 5: HOMO -8.0583 eV. Number 6: HOMO -10.8458 eV.